{"formula": "C37H91N4O12P2", "method": "ωB97M-V/def2-TZVPD", "elements": ["C", "C", "O", "P", "O", "C", "C", "C", "C", "C", "N", "C", "C", "C", "C", "N", "O", "N", "P", "N", "O", "C", "C", "H", "H", "H", "H", "H", "H", "H", "H", "H", "H", "H", "H", "H", "H", "H", "H", "H", "H", "H", "H", "H", "H", "H", "H", "H", "H", "H", "C", "C", "C", "O", "H", "H", "H", "H", "H", "H", "H", "H", "C", "C", "C", "O", "H", "H", "H", "H", "H", "H", "H", "H", "C", "C", "C", "O", "H", "H", "H", "H", "H", "H", "H", "H", "C", "C", "C", "O", "H", "H", "H", "H", "H", "H", "H", "H", "C", "C", "C", "O", "H", "H", "H", "H", "H", "H", "H", "H", "C", "C", "C", "O", "H", "H", "H", "H", "H", "H", "H", "H", "C", "C", "C", "O", "H", "H", "H", "H", "H", "H", "H", "H", "C", "C", "C", "O", "H", "H", "H", "H", "H", "H", "H", "H"], "xyz": [[3.9423, -1.6655, -2.6246], [3.2162, -2.9321, -2.2315], [1.8849, -3.0467, -2.7561], [0.7149, -2.0481, -2.3266], [-0.5506, -2.5733, -2.8492], [0.6115, -1.8487, -0.5457], [1.6538, -0.9749, 0.1704], [1.3682, 0.5199, -0.0017], [2.5940, 1.3229, -0.2805], [3.9133, 0.9767, -0.1758], [4.6591, 2.0688, -0.5307], [3.8733, 3.0878, -0.8652], [4.3142, 4.4341, -1.3110], [5.0494, 4.4500, -2.6735], [5.6461, 3.1208, -3.0359], [6.9638, 2.9165, -2.6996], [5.0055, 2.2861, -3.6052], [2.6033, 2.6591, -0.7009], [1.1932, 3.6542, -1.0005], [1.0576, 4.1399, -2.4662], [1.0067, -0.5700, -2.8546], [1.2442, -0.4417, -4.2751], [2.0719, 0.8198, -4.5283], [4.9774, -1.7536, -2.3013], [3.5112, -0.7707, -2.1899], [3.9617, -1.5608, -3.7029], [3.2344, -3.1141, -1.1591], [3.7663, -3.7575, -2.6706], [-0.3531, -1.3647, -0.4096], [0.5291, -2.8214, -0.0756], [2.6579, -1.2504, -0.1241], [1.5825, -1.2116, 1.2283], [0.5948, 0.6960, -0.7428], [0.9786, 0.9092, 0.9400], [4.2922, 0.0197, 0.1097], [5.6689, 2.0543, -0.5468], [4.9315, 4.8661, -0.5280], [3.4428, 5.0706, -1.3874], [5.8582, 5.1729, -2.6057], [4.4131, 4.7853, -3.4801], [7.1527, 1.9203, -2.6877], [7.2232, 3.3007, -1.7976], [0.1564, 2.8446, -0.5364], [1.3105, 4.7094, -0.0833], [1.0746, 5.1532, -2.4940], [1.7798, -1.3018, -4.6631], [0.2952, -0.4069, -4.7954], [3.0845, 0.5591, -4.8120], [2.1630, 1.3652, -3.5943], [1.6109, 1.4554, -5.2715], [-3.9216, 0.8750, 1.3454], [-3.1081, -0.0801, 0.4877], [-3.9707, -1.1837, -0.1009], [-2.0443, -0.6551, 1.2630], [-4.3710, 0.3451, 2.1907], [-3.2850, 1.6585, 1.7584], [-4.7153, 1.3471, 0.7711], [-2.6288, 0.4751, -0.3212], [-4.4223, -1.7789, 0.6970], [-3.3701, -1.8583, -0.7127], [-4.7693, -0.7723, -0.7187], [-2.4678, -1.1515, 1.9722], [-0.2623, -1.4061, 6.0555], [0.7740, -1.7473, 4.9985], [1.5728, -0.5214, 4.5879], [0.1520, -2.3269, 3.8513], [-0.9787, -0.6776, 5.6690], [-0.8292, -2.2927, 6.3343], [0.2008, -0.9928, 6.9527], [1.4531, -2.5132, 5.3741], [0.9155, 0.2464, 4.1676], [2.2947, -0.7991, 3.8157], [2.1150, -0.0957, 5.4330], [-0.4612, -1.6851, 3.4765], [-7.9311, 3.7415, 0.3630], [-6.8949, 3.6858, 1.4744], [-7.0020, 4.8884, 2.3986], [-5.5788, 3.6064, 0.9178], [-7.7812, 4.6323, -0.2529], [-7.8402, 2.8727, -0.2896], [-8.9436, 3.7688, 0.7661], [-7.0277, 2.7697, 2.0516], [-6.8253, 5.8128, 1.8422], [-6.2524, 4.8324, 3.1884], [-7.9884, 4.9478, 2.8588], [-5.4325, 4.4057, 0.4004], [-3.7585, -5.3272, -3.4598], [-2.8094, -5.7148, -4.5836], [-2.0034, -4.5159, -5.0499], [-3.5408, -6.2941, -5.6662], [-4.4834, -4.5853, -3.8059], [-4.3246, -6.1960, -3.1207], [-3.2133, -4.9104, -2.6110], [-2.1284, -6.4931, -4.2355], [-2.6640, -3.7356, -5.4404], [-1.3237, -4.7998, -5.8553], [-1.4233, -4.0968, -4.2279], [-4.1506, -5.6263, -5.9956], [8.8991, 1.9611, 2.4594], [9.4772, 2.2868, 1.0932], [10.3923, 3.4971, 1.1412], [8.4115, 2.5160, 0.1494], [8.3046, 2.8003, 2.8331], [8.2434, 1.0911, 2.4037], [9.6880, 1.7532, 3.1807], [10.0265, 1.4266, 0.7133], [9.8412, 4.3808, 1.4758], [10.7938, 3.7153, 0.1519], [11.2240, 3.3326, 1.8247], [7.9202, 3.2788, 0.4757], [-3.6518, 0.6816, 8.6394], [-3.9261, 0.5443, 7.1498], [-5.4001, 0.7463, 6.8335], [-3.4909, -0.7346, 6.6841], [-4.2051, -0.0765, 9.1995], [-2.5919, 0.5344, 8.8485], [-3.9464, 1.6646, 9.0085], [-3.3324, 1.2771, 6.6008], [-6.0052, -0.0096, 7.3406], [-5.5793, 0.6448, 5.7627], [-5.7431, 1.7313, 7.1522], [-3.9982, -1.4062, 7.1521], [-3.6734, 2.6475, -2.3553], [-3.1993, 3.3765, -3.5993], [-2.2517, 2.5088, -4.4151], [-2.5503, 4.5927, -3.2278], [-2.8156, 2.4029, -1.7188], [-4.3468, 3.2674, -1.7636], [-4.1882, 1.7198, -2.6103], [-4.0527, 3.6608, -4.2150], [-1.3650, 2.2544, -3.8254], [-1.9103, 3.0445, -5.3005], [-2.7337, 1.5827, -4.7314], [-1.7986, 4.3409, -2.6814], [-2.2193, -7.0393, 0.1696], [-0.7472, -7.4124, 0.0903], [-0.2107, -7.2412, -1.3245], [-0.5474, -8.7521, 0.5354], [-2.8152, -7.6873, -0.4787], [-2.5952, -7.1624, 1.1855], [-2.3763, -6.0046, -0.1405], [-0.1753, -6.7846, 0.7753], [-0.7449, -7.8983, -2.0160], [0.8451, -7.5104, -1.3677], [-0.3239, -6.2122, -1.6731], [-1.0414, -9.3341, -0.0512]], "forces_ev_per_a": [[0.0, -0.1, 0.1], [0.4, -0.3, -0.4], [0.4, 0.7, 0.5], [-1.7, -0.7, -0.2], [0.0, -0.1, 0.0], [0.6, 0.7, 0.0], [-0.4, -0.4, 0.2], [0.3, 0.3, 0.4], [1.0, -0.1, -0.2], [-1.5, -0.1, 0.0], [0.1, 0.1, 0.1], [-0.2, -0.4, 0.2], [-0.1, 0.0, -0.2], [0.7, 0.6, 0.3], [0.3, 0.4, -0.1], [-0.3, -0.4, 1.0], [-0.8, -0.9, -0.6], [-0.3, -0.1, 0.2], [-0.5, 1.1, -1.1], [0.0, -0.2, 0.5], [0.8, -0.3, 0.2], [0.2, 0.6, -0.5], [-0.1, -0.5, 0.5], [0.1, 0.0, 0.1], [-0.1, 0.2, 0.0], [-0.1, 0.1, -0.2], [-0.2, 0.1, 0.2], [-0.1, -0.3, -0.1], [-0.3, -0.1, 0.1], [0.0, -0.3, -0.1], [0.2, 0.1, -0.2], [0.1, 0.0, 0.2], [0.1, 0.0, -0.3], [-0.3, -0.1, 0.1], [0.5, 0.0, 0.0], [0.1, 0.2, -0.1], [0.2, 0.0, 0.1], [-0.1, 0.1, 0.0], [0.0, 0.2, 0.0], [-0.4, -0.2, -0.1], [0.4, 0.0, -0.4], [0.5, 0.4, -0.3], [0.4, -0.4, 0.3], [0.1, -0.4, 0.5], [0.0, 0.1, -0.4], [0.0, -0.3, 0.2], [-0.3, 0.0, 0.1], [0.1, 0.1, -0.2], [-0.1, 0.3, 0.1], [0.0, 0.2, -0.2], [0.2, 0.0, 0.0], [-0.4, -0.1, 0.3], [0.2, -0.1, -0.1], [0.3, 0.1, -0.1], [0.0, -0.1, -0.1], [0.0, 0.1, 0.0], [0.0, 0.1, 0.0], [0.1, 0.0, 0.0], [-0.1, 0.1, 0.0], [0.0, 0.0, 0.0], [0.0, 0.0, 0.0], [0.0, -0.1, 0.0], [0.0, -0.1, 0.0], [-0.3, 0.4, 0.0], [0.2, -0.1, -0.2], [0.1, -0.2, -0.1], [0.0, 0.0, 0.0], [0.0, 0.0, 0.0], [0.0, 0.0, 0.0], [0.0, -0.1, 0.0], [-0.1, 0.0, 0.1], [0.0, 0.0, 0.0], [0.0, 0.0, 0.0], [0.0, 0.1, 0.1], [0.0, -0.1, -0.1], [-0.1, 0.4, -0.2], [0.1, -0.1, 0.1], [0.0, -0.1, 0.1], [0.0, 0.1, 0.1], [0.0, 0.0, 0.0], [0.0, 0.0, 0.0], [0.1, -0.1, 0.0], [-0.1, 0.0, 0.0], [0.0, 0.0, 0.0], [0.0, 0.0, 0.0], [0.0, 0.0, 0.0], [-0.1, -0.2, 0.1], [-0.3, 0.4, -0.1], [0.2, -0.1, -0.1], [0.1, -0.2, 0.1], [0.1, 0.1, 0.0], [0.0, 0.0, 0.0], [0.0, 0.0, 0.0], [0.0, -0.1, -0.1], [-0.1, 0.0, 0.1], [0.0, 0.0, 0.0], [0.0, 0.1, -0.1], [0.0, 0.0, 0.0], [-0.2, -0.1, -0.1], [0.1, 0.2, 0.4], [0.0, 0.0, -0.2], [-0.4, -0.1, -0.2], [0.1, 0.1, 0.0], [0.0, 0.0, 0.0], [0.0, 0.0, 0.0], [-0.1, 0.0, -0.1], [0.0, 0.0, 0.1], [0.0, 0.0, 0.0], [0.0, 0.0, 0.0], [0.2, 0.1, 0.2], [0.2, 0.0, 0.0], [-0.3, -0.2, 0.3], [0.0, 0.0, -0.2], [0.1, 0.1, -0.2], [-0.1, 0.0, 0.0], [0.0, 0.0, 0.0], [0.0, 0.0, 0.0], [0.1, -0.1, -0.1], [0.0, 0.0, 0.1], [0.0, 0.0, 0.0], [0.0, 0.0, 0.0], [0.0, 0.0, 0.0], [-0.2, 0.0, 0.1], [0.3, -0.3, 0.1], [0.0, 0.1, -0.1], [-0.2, 0.1, 0.0], [0.0, -0.1, 0.0], [0.0, 0.0, 0.0], [0.0, 0.0, 0.0], [0.0, 0.1, 0.0], [0.0, 0.0, 0.1], [0.0, 0.0, 0.0], [0.0, 0.0, 0.0], [0.2, 0.1, -0.1], [0.0, 0.0, 0.2], [-0.2, -0.1, -0.4], [0.1, 0.0, 0.0], [0.1, 0.1, 0.2], [0.0, 0.0, -0.1], [0.0, 0.0, 0.0], [0.0, 0.0, 0.0], [0.0, -0.1, 0.1], [-0.1, 0.0, 0.0], [0.0, 0.0, 0.0], [0.0, 0.0, 0.0], [0.0, 0.0, 0.0]], "lowdin_charge": [-0.071, -0.249, -0.176, 0.479, -0.250, -0.178, -0.187, -0.141, -0.188, 0.016, 0.177, -0.246, -0.074, -0.067, -0.580, 0.179, 0.098, -0.058, 0.795, -0.231, -0.223, -0.240, -0.053, 0.088, 0.042, 0.084, 0.112, 0.124, 0.079, 0.113, 0.072, 0.107, 0.094, 0.128, 0.136, 0.158, 0.131, 0.090, 0.122, 0.131, 0.116, 0.073, 0.025, 0.032, -0.004, 0.107, 0.118, 0.062, 0.048, 0.078, -0.056, -0.491, -0.044, -0.076, 0.086, 0.080, 0.063, 0.115, 0.086, 0.078, 0.083, 0.085, -0.059, -0.493, -0.069, -0.056, 0.070, 0.083, 0.084, 0.139, 0.076, 0.066, 0.080, 0.067, -0.059, -0.494, -0.061, -0.080, 0.083, 0.079, 0.082, 0.137, 0.082, 0.078, 0.082, 0.083, -0.062, -0.498, -0.063, -0.054, 0.079, 0.078, 0.067, 0.130, 0.083, 0.080, 0.039, 0.083, -0.058, -0.480, -0.054, -0.091, 0.082, 0.078, 0.088, 0.142, 0.084, 0.084, 0.088, 0.072, -0.061, -0.501, -0.061, -0.066, 0.083, 0.077, 0.081, 0.134, 0.083, 0.074, 0.081, 0.089, -0.056, -0.490, -0.058, -0.057, 0.063, 0.071, 0.087, 0.141, 0.065, 0.082, 0.083, 0.048, -0.062, -0.502, -0.061, -0.051, 0.082, 0.079, 0.070, 0.134, 0.080, 0.078, 0.072, 0.087], "lumo_ev": -3.1, "orbital_gap_ev": 7.852, "energy_ev": -88949.4030, "total_charge": 1}